Below is a single C25H27NO7 molecule, with properties calculated with ωB97M-V/def2-TZVPD.

Computed properties:
* frontier orbital gap: 8.228 eV
* total energy: -42184.2929 eV
* SMILES string: C=CCOc1ccc(/C(O)=C2\C(=O)C(=O)N(CCCOC)[C@@H]2c2ccc(O)c(OC)c2)cc1

Positions of all 60 atoms, in Å:
1 C 1.3334 7.3501 -0.2773
2 C 2.6055 7.2399 0.0529
3 C 3.1166 6.6562 1.3404
4 O 2.1277 6.0964 2.1764
5 C 1.5895 4.8945 1.8558
6 C 0.6820 4.3722 2.7823
7 C 0.0934 3.1486 2.5684
8 C 0.4093 2.3967 1.4345
9 C -0.2321 1.0936 1.2468
10 O -1.5388 1.1014 1.5738
11 C 0.3954 -0.0375 0.8294
12 C 1.8078 -0.2434 0.5578
13 O 2.7273 0.5449 0.6015
14 C 1.9535 -1.7242 0.2035
15 O 2.9653 -2.3106 -0.1125
16 N 0.7216 -2.2740 0.2885
17 C 0.4594 -3.6722 0.0653
18 C 0.4376 -4.4698 1.3727
19 C 0.0401 -5.9176 1.1171
20 O -1.2992 -5.9453 0.6736
21 C -1.7548 -7.2389 0.3794
22 C -0.3327 -1.3580 0.6624
23 C -1.3986 -1.2849 -0.4107
24 C -2.7181 -1.6122 -0.1504
25 C -3.6690 -1.5310 -1.1556
26 C -3.3067 -1.1261 -2.4275
27 O -4.2387 -1.0480 -3.4070
28 C -1.9632 -0.7987 -2.6979
29 O -1.7163 -0.4166 -3.9920
30 C -0.3944 -0.0856 -4.3449
31 C -1.0239 -0.8783 -1.6897
32 C 1.2855 2.9339 0.4973
33 C 1.8677 4.1692 0.6993
34 H 0.5468 7.0079 0.3744
35 H 1.0266 7.7867 -1.2117
36 H 3.3896 7.5926 -0.6036
37 H 3.9054 5.9195 1.1299
38 H 3.5623 7.4588 1.9405
39 H 0.4620 4.9505 3.6658
40 H -0.6038 2.7505 3.2892
41 H -1.9553 0.2481 1.3861
42 H 1.2592 -4.0481 -0.5783
43 H -0.5026 -3.7799 -0.4423
44 H 1.4239 -4.4384 1.8366
45 H -0.2891 -4.0316 2.0586
46 H 0.1404 -6.5067 2.0424
47 H 0.6992 -6.3645 0.3566
48 H -2.7871 -7.1389 0.0506
49 H -1.1593 -7.6991 -0.4192
50 H -1.7135 -7.8871 1.2640
51 H -0.7879 -1.6933 1.6089
52 H -3.0142 -1.9488 0.8329
53 H -4.6997 -1.7840 -0.9692
54 H -3.7999 -0.7543 -4.2175
55 H -0.4275 0.1688 -5.4030
56 H 0.2825 -0.9317 -4.1952
57 H -0.0340 0.7759 -3.7749
58 H 0.0111 -0.6345 -1.8718
59 H 1.5035 2.3929 -0.4083
60 H 2.5291 4.5638 -0.0550

Cartesian forces, eV/Å:
C -0.06 0.04 -0.04
C 0.08 -0.08 0.28
C 0.23 0.13 -0.12
O -0.18 0.04 0.05
C -0.23 -0.42 0.03
C 0.16 0.24 -0.03
C 0.08 -0.10 -0.14
C -0.12 0.26 -0.03
C 0.27 -0.37 -0.12
O 0.08 0.08 0.06
C -0.42 -0.03 0.18
C 0.20 0.71 0.22
O -0.02 -0.50 -0.13
C 0.36 -0.44 -0.18
O 0.12 0.12 0.06
N -0.08 0.15 0.08
C 0.09 -0.29 0.12
C -0.15 -0.24 -0.36
C 0.12 0.10 0.21
O 0.06 0.29 0.03
C -0.01 -0.09 -0.02
C -0.16 0.25 -0.04
C -0.25 -0.14 0.18
C 0.35 0.06 0.00
C -0.12 0.14 -0.47
C 0.17 -0.01 0.16
O -0.01 0.02 -0.10
C 0.02 0.02 -0.08
O -0.53 -0.21 0.42
C 0.30 0.09 -0.13
C -0.15 0.02 -0.19
C -0.23 -0.13 0.19
C 0.20 0.29 0.04
H -0.10 -0.10 0.16
H 0.01 0.11 -0.19
H 0.05 0.07 -0.15
H -0.09 0.06 0.06
H 0.02 -0.17 -0.10
H -0.02 0.06 0.11
H -0.07 0.00 0.08
H 0.05 0.00 -0.08
H -0.12 0.01 -0.01
H 0.10 0.04 -0.04
H 0.01 0.02 0.04
H 0.01 0.02 0.10
H 0.01 0.03 -0.12
H -0.03 -0.01 0.05
H 0.00 -0.10 -0.01
H -0.04 0.00 0.01
H -0.02 0.01 -0.03
H -0.03 0.07 -0.10
H 0.00 -0.08 0.15
H -0.16 -0.03 0.00
H -0.01 -0.01 0.05
H 0.07 -0.01 0.08
H -0.03 0.03 0.01
H -0.02 -0.04 -0.01
H 0.12 0.05 -0.10
H 0.05 -0.06 -0.05
H 0.04 0.04 -0.05

Below is C25H28BN7NiO2 as an isolated structure at a distorted geometry, with properties calculated with ωB97M-V/def2-TZVPD.

Computed properties:
* frontier orbital gap (alpha / beta): 7.991 / 7.598 eV
* total energy: -82627.8286 eV
* multiplicity: 3

Positions of all 64 atoms, in Å:
1 H -1.0144 -2.0081 -1.7306
2 N -2.2004 -0.5324 -0.7413
3 B -4.1024 0.8437 0.2058
4 N -3.5698 -0.3911 -0.5684
5 C -4.2069 -1.4284 -1.1443
6 Ni -1.0277 1.0243 -0.0643
7 H -5.2851 -1.4883 -1.0980
8 C -3.2472 -2.2752 -1.6988
9 H -3.4270 -3.1883 -2.2311
10 C -1.9989 -1.6775 -1.4284
11 H -5.2905 0.8311 0.3007
12 C 1.2964 3.1457 0.7023
13 H 2.2914 2.8755 0.3170
14 H 1.2690 3.0208 1.7905
15 H 1.0505 4.1769 0.4183
16 N -3.6064 2.1076 -0.5407
17 N -3.3911 0.8582 1.5816
18 N -2.2400 2.3174 -0.7344
19 N -2.0095 0.9992 1.6751
20 C -4.2971 3.1248 -1.0781
21 C -3.9216 0.7582 2.8088
22 H -5.3774 3.1224 -1.0511
23 H -4.9802 0.5685 2.9079
24 C -3.3950 4.0304 -1.6290
25 C -2.8952 0.8863 3.7402
26 C -2.1145 3.4984 -1.4008
27 C -1.7089 1.0337 2.9981
28 H -3.6417 4.9391 -2.1382
29 H -3.0078 0.8666 4.8057
30 H -1.1558 3.9125 -1.6830
31 H -0.7012 1.1799 3.3683
32 H 0.5452 2.4601 0.2421
33 C 0.9625 -4.0536 1.7601
34 C 1.4127 -2.6170 1.8830
35 C 1.1055 -1.9156 3.0472
36 C 1.5415 -0.6017 3.2496
37 C 2.3051 0.0111 2.2623
38 C 2.5686 -0.6590 1.0575
39 N 3.3399 0.0366 0.1338
40 C 3.4416 -0.0600 -1.2641
41 C 4.7456 -0.1218 -1.7905
42 C 4.9607 -0.3970 -3.1403
43 C 3.8680 -0.4916 -4.0160
44 C 2.5742 -0.2955 -3.5256
45 C 2.3442 -0.0686 -2.1658
46 C 0.9113 0.1580 -1.7672
47 O 0.0411 0.1489 -2.6536
48 O 0.7131 0.3662 -0.4908
49 C 2.1399 -1.9893 0.8599
50 C 2.4759 -2.7204 -0.3967
51 H 0.2476 -4.1984 0.9384
52 H 1.8081 -4.7344 1.5950
53 H 0.4687 -4.3601 2.6888
54 H 0.5208 -2.4247 3.8174
55 H 1.3024 -0.0603 4.1684
56 H 2.6736 1.0325 2.3830
57 H 3.9362 0.7524 0.5383
58 H 5.5893 0.0033 -1.1062
59 H 5.9800 -0.5418 -3.5040
60 H 4.0112 -0.7141 -5.0755
61 H 1.7078 -0.3139 -4.1879
62 H 1.8798 -2.3501 -1.2437
63 H 3.5367 -2.6271 -0.6620
64 H 2.2479 -3.7851 -0.2944

Cartesian forces, eV/Å:
H -0.12 0.23 0.17
N -0.96 -0.65 -0.27
B 0.91 -0.27 -0.27
N 1.17 -0.48 -0.36
C 0.81 0.04 0.08
Ni 0.06 -1.56 0.06
H 0.13 -0.06 -0.08
C -0.01 0.45 0.27
H -0.02 -0.12 -0.07
C -1.26 0.86 0.53
H -0.08 0.00 0.07
C -0.36 -0.15 -0.26
H -0.46 0.02 0.10
H -0.01 0.12 -0.26
H 0.10 -0.25 0.20
N 1.37 0.67 -0.49
N 1.29 -0.08 0.55
N -2.02 2.05 -0.93
N -1.08 0.15 1.38
C 0.79 -0.09 -0.05
C 0.79 0.12 -0.18
H 0.14 0.05 0.03
H 0.10 0.17 0.15
C 0.11 -0.32 0.13
C -0.02 -0.08 -0.29
C -1.29 -1.14 0.71
C -1.34 -0.08 -0.96
H 0.00 0.19 -0.09
H 0.08 -0.02 0.17
H -0.05 -0.27 0.12
H -0.14 -0.14 -0.33
H 0.83 0.69 0.35
C -0.12 -0.09 0.12
C 0.04 0.31 -0.05
C -0.17 0.17 0.40
C 0.25 -0.25 -0.32
C -0.33 -0.20 0.06
C -0.13 -0.18 0.32
N 0.59 0.61 -0.05
C -0.09 0.03 -0.54
C -0.13 -0.17 -0.31
C -0.32 0.30 0.05
C -0.18 -0.05 0.20
C 0.66 -0.04 -0.12
C 0.43 -0.22 0.32
C -0.33 -0.12 -0.25
O 0.62 0.27 1.18
O -0.05 -0.08 -1.24
C 0.06 0.47 0.46
C -0.10 -0.42 -0.36
H 0.18 0.05 0.13
H -0.18 0.15 0.01
H 0.07 0.02 -0.20
H 0.17 0.22 -0.18
H 0.10 -0.26 -0.23
H -0.14 -0.27 -0.01
H -0.20 -0.38 -0.12
H -0.25 -0.26 -0.19
H -0.31 0.13 0.07
H 0.04 0.09 0.35
H 0.28 0.00 0.23
H 0.23 -0.12 0.13
H -0.25 0.07 0.00
H 0.12 0.19 -0.04